Density functional theory data (ωB97M-V/def2-TZVPD) for 3 unconnected molecules or ions with the total composition C13H31BO10 at a distorted geometry.

SMILES: CCOCOC(=O)OCB(O)O.COCCOC.COCCOC
Multiplicity: 1
HOMO-LUMO gap in eV: 9.726
Lowest unoccupied orbital energy in eV: 0.23
Max |F| in eV/Å: 8.82
E_tot in eV: -35129.957

Element x y z (Å)
1 C -3.32 -1.72 3.09
2 C -4.29 -1.36 1.78
3 O -3.74 -2.18 0.67
4 C -4.20 -1.62 -0.65
5 O -3.70 -2.55 -1.67
6 C -3.45 -1.86 -2.97
7 O -4.48 -1.80 -3.82
8 O -2.08 -1.36 -3.20
9 C -2.07 -0.08 -3.92
10 B -0.59 -0.04 -4.72
11 O -0.31 -1.25 -5.57
12 O 0.33 1.12 -4.62
13 H -2.19 -1.81 2.79
14 H -3.45 -0.89 3.93
15 H -3.67 -2.73 3.58
16 H -5.41 -1.63 2.01
17 H -4.16 -0.23 1.46
18 H -5.39 -1.68 -0.62
19 H -3.81 -0.52 -0.75
20 H -2.15 0.87 -3.23
21 H -2.88 0.03 -4.76
22 H 0.59 -1.61 -5.32
23 H 0.73 1.09 -3.68
24 C -1.16 2.39 4.74
25 O -1.23 1.19 3.98
26 C -1.35 1.45 2.58
27 C -0.01 1.24 1.86
28 O 0.94 2.24 2.24
29 C 1.90 1.74 3.16
30 H -0.89 2.14 5.77
31 H -0.42 3.09 4.34
32 H -2.15 2.87 4.76
33 H -1.74 2.46 2.39
34 H -2.07 0.73 2.19
35 H -0.18 1.35 0.78
36 H 0.38 0.24 2.04
37 H 2.59 1.06 2.65
38 H 1.42 1.23 4.00
39 H 2.47 2.59 3.55
40 C 3.38 1.05 -2.63
41 O 2.81 -0.13 -2.07
42 C 3.65 -1.27 -2.22
43 C 4.38 -1.61 -0.92
44 O 5.33 -0.60 -0.58
45 C 4.87 0.27 0.45
46 H 2.78 1.91 -2.32
47 H 4.41 1.20 -2.30
48 H 3.35 0.98 -3.73
49 H 4.37 -1.12 -3.04
50 H 3.01 -2.11 -2.49
51 H 4.93 -2.54 -1.05
52 H 3.66 -1.76 -0.10
53 H 4.86 -0.26 1.40
54 H 3.86 0.65 0.23
55 H 5.55 1.12 0.52